(1)
The following is a quantum chemistry calculation of C24H31N4O5OsPS3 as an isolated structure, from OMol25.

Cartesian coordinates (Å):
Os -0.1360 0.2539 1.1640
S 0.3403 -1.9962 0.8460
S 2.1790 0.4443 0.6025
S 0.0769 2.5670 2.7388
P 2.2473 -1.4507 1.3148
O 2.3028 -1.5869 2.8669
O -2.5305 0.5972 -4.9620
O -1.0374 3.0718 3.4664
O -0.0733 2.4406 1.2627
O 3.4185 -2.1898 0.6389
N -1.5566 0.3241 -0.3566
N 0.2635 0.9095 3.0113
N -1.3929 -0.5148 2.8171
N -0.6164 -0.4923 -4.4555
C 4.9370 -3.8690 1.5653
C 2.6704 4.8082 4.6992
C 3.8280 -3.6338 0.5730
C -2.5149 -1.1619 3.1536
C 2.5673 3.5234 2.2282
C -2.8054 0.7246 -0.0611
C -3.7501 0.9283 -1.0440
C -0.8149 0.3063 3.7014
C -1.7667 0.1447 -4.1434
C 1.5409 4.0928 4.3620
C 3.0418 -1.7704 5.1159
C 2.6344 -4.5378 0.7624
C 3.6845 4.2509 2.5893
C 3.4622 -1.2824 3.7526
C 3.7864 0.1938 3.7050
C -1.2056 0.1281 -1.6398
C 4.9514 5.7263 4.1875
C -3.3942 0.7225 -2.3657
C -3.0529 -1.0227 4.4157
C 1.5064 3.4424 3.1260
C 3.7552 4.9026 3.8219
C -2.4331 -0.1761 5.3316
C -2.1023 0.3090 -2.6728
C -1.2848 0.5167 4.9780
H 2.1701 -4.3809 1.7395
H 4.5123 4.3313 1.8968
H 3.8443 -1.5900 5.8301
H 5.3584 -4.8580 1.3838
H 4.4810 0.4250 4.5126
H 4.5643 -3.8524 2.5903
H 5.7348 -3.1370 1.4494
H 4.2070 -3.6991 -0.4443
H 2.7100 5.3195 5.6524
H -2.9521 -1.8100 2.4051
H 5.8101 5.4875 3.5639
H -0.0455 -0.9768 -3.7895
H 2.8814 0.7885 3.8466
H -4.7432 1.2543 -0.7710
H 2.5065 3.0593 1.2551
H -4.0887 0.8818 -3.1806
H -0.1769 -0.1656 -1.8040
H 2.1515 -1.2350 5.4501
H 4.2958 -1.8717 3.3727
H 4.7236 6.7858 4.0527
H -2.8583 -0.0444 6.3175
H 1.8897 -4.3975 -0.0203
H 2.9712 -5.5735 0.7218
H 2.8233 -2.8370 5.1032
H -0.7901 1.2013 5.6511
H -0.4043 -0.6060 -5.4342
H -3.9483 -1.5670 4.6775
H 0.6911 4.0509 5.0292
H 5.2216 5.5848 5.2333
H 4.2556 0.4866 2.7657
H -3.0300 0.8901 0.9837

Properties
- Kohn-Sham gap (spin up / spin down): 6.78 / 6.66 eV
- Total charge: +2
- Energy above the lowest of the compared OMol25 structures with the same formula, charge and spin: 0.9522 eV
- Energy: -85839.3822 eV

***

(2)
The following is a quantum chemistry calculation of one molecule with the formula C4H4F2, from OMol25.

Cartesian coordinates (Å):
F 1.1443 1.3401 -0.0022
F -1.1435 -1.3106 -0.0055
C 0.7168 0.0588 -0.0074
C 1.5921 -0.9341 -0.0045
C -0.7487 -0.0570 0.0008
C -1.6229 0.9770 0.0031
H 2.6770 -0.8565 -0.0038
H -2.7039 0.7633 -0.0136
H -1.2354 1.9661 -0.0020
H 1.3242 -1.9472 0.0352

Properties
- Kohn-Sham gap: 9.98 eV
- Total charge: 0
- Energy above the lowest of the compared OMol25 structures with the same formula, charge and spin: 0.1275 eV
- Energy: -9646.3247 eV

***

(3)
The following is a quantum chemistry calculation of C30H84Be2N9O21 as an isolated structure, from OMol25.

Cartesian coordinates (Å):
O -2.3639 -0.5585 4.1680
O -4.0333 1.1914 -0.4438
O -2.3797 1.9469 -2.8249
O 1.7989 -0.5360 1.7080
O -3.7159 -2.0187 -2.0011
O 2.4596 -8.2269 -0.1151
O -2.3773 -0.4058 -1.5420
O 6.2274 2.0127 -1.9662
O -5.8962 2.2282 -0.6329
O 6.7336 0.5323 -7.2043
O 3.7361 0.0593 3.7631
O 4.8220 5.0563 -2.2566
O -6.8805 -2.3425 0.2796
O -0.9723 3.0141 2.2711
O -8.3336 -2.7440 4.9239
O -4.0868 3.3135 -0.6918
O -3.0545 -1.6129 0.0299
O 3.0096 1.4458 0.3096
O -7.7814 -1.7664 3.0351
O 4.4511 2.6002 2.7128
O -6.2545 -2.4575 4.3729
N -5.2571 -3.2350 1.8350
N -1.2292 4.8805 -0.0309
N 6.6976 2.2070 -4.9207
N -7.4647 -2.3635 4.1853
N 1.9899 -5.3971 0.4342
N -5.4342 -0.4115 2.0475
N -4.7056 2.2470 -0.5682
N -1.1477 1.9674 -0.6830
N -3.0573 -1.3902 -1.1607
C -6.8863 -3.7395 0.1877
C -0.1241 1.9810 2.7830
C -4.0156 -0.1579 2.5090
C 6.9965 0.2316 -8.5602
C -1.8426 -0.7545 5.4694
C 6.0290 3.0965 -1.0362
C 2.6465 -7.7146 1.2302
C 3.4895 -5.4831 2.4834
C 1.9924 -0.5869 0.2881
C 4.7742 3.9271 -1.3455
C -2.4793 5.2085 2.1198
C 5.5397 1.6756 -5.6646
C 3.0088 -6.2176 1.1530
C 3.6378 -8.5129 -0.8262
C -6.2056 -4.3258 1.3937
C 5.8865 1.6292 -7.1170
C -1.5246 3.1061 -2.7690
C 5.3190 1.8339 3.4371
C -3.4921 1.2934 2.3382
C -3.3580 1.7200 -3.9101
C -0.4268 2.6713 -1.8046
C -7.4191 -1.7018 -0.8534
C -7.0977 -4.6463 2.5625
C 3.1941 0.1473 -0.2096
C -1.0930 5.2798 1.4476
C 4.2404 2.3640 -5.3062
C -3.7572 -0.6698 3.9361
C 0.4844 1.8332 -2.6142
C 4.5546 1.0323 4.4642
C -0.2337 4.2704 2.2225
Be -2.4833 1.0736 -1.2070
Be -6.1197 -1.8713 2.4112
H 0.5360 2.3954 3.6495
H -1.1625 3.2996 -3.8278
H 1.0360 -0.2150 -0.1700
H -4.2629 2.0295 2.1880
H -3.0847 6.0597 1.7878
H -8.4870 -1.8987 -0.9788
H -5.7338 -5.2650 0.9895
H 4.3001 3.4181 -5.5477
H 6.9104 3.7639 -0.9740
H 3.9818 3.2579 -1.7278
H -2.7859 1.4239 1.4682
H 6.6184 2.3335 -2.7830
H -6.0260 0.3883 2.2814
H -1.8514 -1.8160 5.7326
H 1.1101 2.4907 -3.2428
H 4.0507 -4.5886 2.0348
H 5.8413 1.0977 2.8348
H -3.7701 0.7732 -3.5182
H -0.4137 1.4033 -0.1946
H 5.9588 2.7331 -0.0220
H 1.1850 -5.1999 0.9963
H -2.2141 5.0451 -0.2325
H 1.2089 1.1568 -2.1290
H -6.9355 -2.0400 -1.7585
H 3.4628 2.0392 -5.9852
H 7.5492 1.0298 -8.9558
H 3.2223 0.0332 -1.3267
H 3.8481 1.8837 0.4731
H -6.5995 -4.6134 3.5024
H 2.0280 -1.6443 0.0256
H 3.6647 2.0543 2.5696
H 3.2997 -8.4580 1.8122
H 0.5263 1.4627 2.0407
H -2.3166 -0.1365 6.2255
H 2.7491 -5.1524 3.2188
H -7.9438 -3.9802 2.5046
H -5.1578 -0.2833 1.1082
H -6.2443 -3.9394 -0.7015
H -4.2152 2.3663 -3.9333
H -1.2838 2.7305 -0.0248
H 4.1309 -0.3131 0.1426
H 6.0293 0.0875 -9.0568
H -4.5726 -3.4708 2.4977
H -3.9950 -1.7489 3.9332
H 1.6852 -5.7694 -0.4687
H 3.3761 -8.8606 -1.8559
H 3.9721 2.2671 -4.2778
H -3.3452 -0.7198 1.7504
H -2.0870 4.0373 -2.5438
H 0.1506 3.3949 -1.2839
H 4.8769 1.4543 -7.6741
H 5.2140 0.5099 5.1835
H 4.1621 -6.1598 3.0128
H 7.5328 1.7479 -5.2705
H 5.4177 0.6362 -5.4353
H -4.3236 -0.0842 4.7044
H 4.9460 4.6799 -3.1358
H -2.3751 5.2784 3.1784
H -2.7637 1.5966 -4.8019
H 4.3129 -7.6353 -0.9078
H -7.2640 -0.6030 -0.7301
H -7.5636 -5.6799 2.6290
H -2.8645 1.5403 3.2224
H -4.7862 -2.7414 1.0759
H 1.6950 -7.8395 1.8213
H -0.2315 1.4078 -3.3387
H 4.4783 4.3667 -0.3714
H -0.0736 4.6726 3.2370
H -7.8161 -4.1019 -0.1408
H -0.7710 -0.5449 5.4150
H 6.0524 2.4979 3.9014
H 0.7604 4.0969 1.7710
H 3.7976 -6.2680 0.4169
H 6.8218 3.1935 -5.2106
H -0.6598 5.4921 -0.5719
H 4.3147 -9.3108 -0.4013
H -3.0098 4.3296 1.7320
H 2.5972 -0.3077 2.2563
H -0.5183 6.1673 1.6698
H 4.1323 -0.8038 3.9988
H 3.9354 1.6579 5.1144
H 6.3803 2.5919 -7.4722
H 7.6508 -0.6222 -8.6248
H -0.7360 1.2119 3.2536

Properties
- Kohn-Sham gap: 8.85 eV
- Total charge: +1
- Energy: -89668.8100 eV

***

(4)
The following is a quantum chemistry calculation of a 12-piece molecular cluster, C5H33NO12 overall, from OMol25.

Cartesian coordinates (Å):
O 0.6053 1.7766 0.9765
O -0.8567 4.0032 -1.5831
O -3.1139 -2.9040 0.5049
O -3.1842 0.7114 -0.0194
O -0.5456 4.0446 2.5571
O -1.2610 0.9302 2.9080
O 1.1855 1.1646 4.4399
O -1.1255 -0.9365 0.6294
O 3.3258 2.0385 1.1022
O 3.1013 -0.2391 -3.1279
O -1.3787 -2.3915 3.1117
O 2.0434 -3.1993 1.4132
N 0.6884 -1.8503 -1.2111
C 0.3998 0.2585 -2.6160
C 2.4731 -1.1295 -2.6347
C -0.3706 0.5360 -3.9152
C 0.9150 -1.1718 -2.4857
C 0.2443 -3.2448 -1.4255
H -0.6246 1.2239 2.2368
H -1.7435 -2.1223 2.2656
H 0.0282 -1.2830 -0.6703
H -0.2064 -0.1147 -4.7653
H 2.9443 -2.0687 -2.3012
H -0.3671 3.1385 2.3185
H 1.1576 -3.7605 -1.7017
H 1.5448 1.5554 1.0029
H -1.4652 4.2468 2.3782
H -0.2640 0.5836 -1.8099
H -0.6698 4.6579 -0.9178
H -0.7877 -3.1313 3.1284
H -1.4343 0.4419 -3.6564
H 0.6912 -1.7948 -3.3671
H -0.3149 4.0691 -2.3701
H -1.1304 -0.6704 1.5575
H 4.1283 2.2047 0.5985
H 1.5768 -2.6990 2.0692
H 2.2896 -2.9070 0.5501
H -3.7936 0.6096 -0.7473
H -0.4040 -3.5724 -0.6179
H -0.3651 1.5933 -4.2002
H 3.0384 2.9005 1.4198
H -1.6183 -0.2681 0.1178
H 1.1634 2.1204 4.5415
H -0.4479 -3.2579 -2.2834
H 1.7465 0.9270 3.7014
H -2.3883 -3.5165 0.6483
H 1.2744 0.8961 -2.5603
H -0.6753 0.6583 3.6314
H -3.5192 0.9309 0.8510
H 0.1806 2.1334 0.1960
H -2.6902 -2.1215 0.1318

Properties
- Kohn-Sham gap: 8.66 eV
- Total charge: 0
- Energy above the lowest of the compared OMol25 structures with the same formula, charge and spin: 4.3013 eV
- Energy: -31779.2400 eV

***

(5)
The following is a quantum chemistry calculation of a 2-piece molecular cluster, C2H8N2O2S2 overall, from OMol25.

Cartesian coordinates (Å):
S -0.3703 3.0853 0.7416
S 0.2951 -0.2380 1.2503
O 0.9960 2.6764 0.2600
O -1.4817 -0.5196 -0.7901
N 1.3277 -0.3641 -0.1113
N -0.7721 4.4486 0.2279
C -0.9026 -1.3058 0.2360
C -0.1632 -2.5523 -0.1442
H 1.4629 0.6401 -0.5272
H 0.7170 -2.2093 -0.6385
H -0.7209 -0.1948 -1.2524
H -1.7400 -1.6255 0.9410
H 2.2402 -0.7506 0.0804
H 0.2619 -3.0530 0.7844
H -0.3981 5.1856 -0.3262
H -0.7520 -3.2229 -0.7318

Properties
- Kohn-Sham gap: 8.11 eV
- Total charge: 0
- Energy above the lowest of the compared OMol25 structures with the same formula, charge and spin: 1.0702 eV
- Energy: -30947.0778 eV

***

(6)
The following is a quantum chemistry calculation of one molecule with the formula C5H7NO, from OMol25.

Cartesian coordinates (Å):
O -1.8088 0.7455 -1.9894
N 1.5006 0.7603 1.8493
C -0.9080 -0.2403 -2.4784
C 0.7281 -0.3760 2.3421
C 0.0566 -0.4922 -1.3942
C 0.4481 -0.3253 -0.2623
C 0.3815 0.2700 1.0582
H -0.4693 0.9525 1.0648
H 2.3836 0.4592 1.4484
H -0.4345 0.1556 -3.3821
H -1.6873 0.7716 -1.0301
H -1.4510 -1.1551 -2.7496
H 0.0860 -0.1595 3.1921
H 1.1743 -1.3662 2.3310

Properties
- Kohn-Sham gap: 10.14 eV
- Total charge: 0
- Energy above the lowest of the compared OMol25 structures with the same formula, charge and spin: 4.0156 eV
- Energy: -8832.1872 eV

***

(7)
The following is a quantum chemistry calculation of one molecule with the formula C3H5NO2, from OMol25.

Cartesian coordinates (Å):
O 1.4947 0.6271 -0.6486
O -1.6032 1.3508 -1.8458
N -0.3652 -0.3491 0.3181
C -0.5358 1.6101 -1.3524
C 0.3464 -1.3765 1.0430
C 0.2869 0.5979 -0.4703
H 1.3438 -1.4553 0.6384
H 0.4175 -1.1823 2.1316
H -0.0131 2.5611 -1.5704
H -1.1662 -0.1253 0.8605
H -0.2180 -2.3134 0.9406

Properties
- Kohn-Sham gap: 10.00 eV
- Total charge: 0
- Energy above the lowest of the compared OMol25 structures with the same formula, charge and spin: 1.2346 eV
- Energy: -8776.4601 eV

***

(8)
The following is a quantum chemistry calculation of C32H34ClCsGe2I2NO3 as an isolated structure, from OMol25.

Cartesian coordinates (Å):
Cs -0.4313 -0.9859 1.6776
I -1.6007 3.5948 4.8985
I 2.5568 2.0992 8.6320
Ge -0.6687 1.2386 -1.6239
Ge 1.4174 0.0249 -1.5836
Cl -4.4648 -8.3161 2.1233
O -1.3630 -3.0491 0.0186
O -1.8053 -3.2662 2.9112
O 0.0244 1.3475 2.9924
N 2.3203 -0.2075 3.6612
C -2.7686 -5.2074 3.6078
C 1.3184 -1.9754 -1.9418
C -1.1147 2.7987 -0.4176
C -1.4021 3.3526 -4.2504
C -3.6513 -6.8438 2.0660
C -0.2194 2.6375 -4.3575
C 3.1737 1.8395 -0.1798
C -1.7611 4.1472 -5.3603
C -2.2447 -3.9658 0.0060
C 1.0971 2.8756 6.1495
C 1.9370 1.8559 6.6540
C -3.3369 -6.4329 3.3912
C -3.3058 -6.0029 0.9779
C 0.5733 2.6749 -5.5589
C 1.5114 1.2355 -3.1800
C -0.3141 4.0576 -0.7720
C 3.2625 -0.1894 6.2869
C 2.9614 0.3331 -0.2861
C 0.1872 3.4508 -6.6463
C -2.4556 -4.3163 2.5430
C -2.0591 -0.1051 -2.0197
C 2.2536 0.7468 5.8904
C -1.0003 4.1756 -6.5206
C -2.7179 -4.6943 1.1365
C 0.3171 1.8489 -3.2484
C 1.7272 0.6388 4.5697
C 3.7932 -1.0740 5.4074
C 3.3189 -0.9844 4.0731
C 0.6955 -2.4041 -3.2887
C -2.2112 -0.3429 -3.5446
C 0.6289 1.5139 4.1027
C 0.2668 2.5431 5.0420
H 0.8091 -2.3799 -1.0731
H -1.2413 -0.3505 -4.0843
H -0.8496 2.4960 0.5957
H -3.4901 -6.4138 -0.0221
H 4.1090 2.0768 0.3526
H -2.2074 2.9392 -0.4461
H -2.7709 0.4975 -3.9531
H 1.5261 2.1797 -5.6394
H -0.9573 4.9428 -0.8594
H 0.4453 4.3017 -0.0245
H 0.7740 3.6139 -7.5344
H 2.4034 1.4702 -3.7030
H 0.8825 -1.6283 -4.0663
H 2.3571 -2.2751 -1.9723
H -3.5801 -7.1297 4.1450
H -2.6858 -4.1473 -1.0152
H 3.5830 -0.1929 7.3013
H 0.1450 3.9526 -1.7919
H -1.7822 -0.9797 -1.4445
H 4.4598 -1.8701 5.7305
H 2.3844 2.4227 0.3094
H -0.3958 -2.4699 -3.1987
H 1.0748 3.8057 6.6606
H 3.8830 -1.4765 3.2919
H -2.6805 4.7403 -5.3141
H -2.8089 -1.2422 -3.8036
H -1.2522 4.8825 -7.3305
H -1.9585 3.3661 -3.3108
H 3.2573 2.3043 -1.1739
H 2.6717 -0.1024 0.6613
H 3.8253 -0.1946 -0.6488
H 1.0353 -3.4132 -3.6088
H -2.4634 -4.7770 4.5725
H -2.9474 0.3839 -1.6406

Properties
- Kohn-Sham gap: 6.44 eV
- Total charge: -1
- Energy above the lowest of the compared OMol25 structures with the same formula, charge and spin: 0.1455 eV
- Energy: -183671.8146 eV